1.
{"formula": "C6H9N", "method": "wB97M-V/def2-TZVPD", "species": ["C", "C", "C", "N", "C", "C", "C", "H", "H", "H", "H", "H", "H", "H", "H", "H"], "positions_angstrom": [[2.267620, 1.281259, 0.401297], [0.998071, 0.566128, 0.112401], [1.050692, -0.614529, -0.687382], [-0.257563, -1.030905, -0.781248], [-1.147451, -0.176093, -0.067112], [-2.506308, -0.671676, 0.266483], [-0.356044, 0.749076, 0.566383], [2.837477, 0.555437, 1.040001], [2.019930, 2.351912, 0.772315], [2.891591, 1.232748, -0.439155], [1.999934, -1.097704, -0.821706], [-0.359341, -1.975306, -0.956333], [-3.304570, -0.017779, -0.239404], [-2.713058, -0.567756, 1.369025], [-2.708727, -1.592848, -0.091210], [-0.699782, 1.522649, 1.282779]], "forces_ev_per_a": [[-0.96, 0.34, 2.13], [-0.34, -2.02, -1.34], [-1.41, 3.61, 2.70], [0.47, 1.84, 0.54], [1.98, -2.28, 0.35], [-1.39, 4.74, 0.88], [0.68, 1.03, -0.52], [-0.34, 1.44, 0.63], [1.18, -1.92, -0.32], [0.64, 0.83, -1.57], [-0.34, -0.70, -0.91], [-1.26, -1.95, -0.55], [0.98, -0.71, 0.70], [0.28, -0.39, -1.10], [-0.38, -3.27, -0.86], [0.22, -0.59, -0.77]], "mulliken_charge": [-1.232, 0.750, -0.725, -0.121, 0.342, -1.170, -0.646, 0.276, 0.282, 0.383, 0.374, 0.240, 0.244, 0.278, 0.400, 0.325], "total_charge": 0, "de_lowest_kj_mol": 148.0, "mol_weight_g_mol": 95.1, "smiles": "Cc1c[nH]c(C)c1", "orbital_gap_ev": 8.583, "largest_force_ha_per_bohr": 0.098}

2.
{"formula": "C6H9N", "method": "wB97M-V/def2-TZVPD", "species": ["C", "N", "C", "C", "C", "C", "C", "H", "H", "H", "H", "H", "H", "H", "H", "H"], "positions_angstrom": [[-0.540889, 1.667354, -0.766260], [-0.406106, 0.460701, -0.410357], [-1.166295, -0.567658, 0.421078], [-0.545766, -1.599582, -0.557201], [0.641906, -0.605946, -0.476424], [1.077420, -0.629076, 1.034914], [-0.178796, -0.611431, 1.572752], [0.254992, 2.145928, -1.330344], [-1.434271, 2.215894, -0.483091], [2.616610, 1.916630, 0.208660], [-2.240882, -0.393390, 0.519687], [-1.035757, -1.655272, -1.538540], [-0.357562, -2.583139, -0.128344], [1.381234, -0.478788, -1.269931], [2.407967, 1.297712, 0.585325], [-0.473806, -0.579938, 2.618076]], "forces_ev_per_a": [[0.04, -0.28, 0.08], [-0.06, 0.52, -0.11], [-0.25, 0.06, 0.02], [-0.02, -0.25, -0.02], [0.34, 0.06, -0.26], [-0.46, -0.09, 0.04], [0.19, -0.03, 0.17], [-0.09, -0.07, 0.08], [0.10, -0.09, -0.03], [-0.01, -0.04, 0.02], [0.17, -0.03, 0.02], [0.08, 0.05, 0.14], [-0.02, 0.15, -0.04], [-0.11, -0.04, 0.15], [0.05, 0.11, -0.06], [0.06, -0.02, -0.19]], "mulliken_charge": [-0.210, 0.098, -0.349, -0.541, -0.223, -0.740, -0.510, 0.277, 0.262, 0.155, 0.470, 0.276, 0.356, 0.418, -0.158, 0.419], "total_charge": 0, "de_lowest_kj_mol": 666.5, "mol_weight_g_mol": 95.1, "orbital_gap_ev": 7.165, "largest_force_ha_per_bohr": 0.010}

3.
{"formula": "C6H9N", "method": "wB97M-V/def2-TZVPD", "species": ["C", "N", "C", "C", "C", "C", "C", "H", "H", "H", "H", "H", "H", "H", "H", "H"], "positions_angstrom": [[-1.864544, -0.657369, -0.999230], [-1.101937, -0.040328, 0.070585], [0.285764, -0.090967, 1.589286], [1.475554, -0.402573, 0.928632], [1.358225, -0.081363, -0.540432], [0.044406, 0.733902, -0.385499], [0.248435, 1.213214, 1.019234], [-1.281348, -1.366928, -1.615768], [-2.278663, 0.101417, -1.686423], [-2.711217, -1.203455, -0.568568], [0.004934, -0.392323, 2.591575], [2.277539, -0.991925, 1.370398], [1.291244, -0.992849, -1.154979], [2.176535, 0.539189, -0.924397], [-0.150716, 1.449287, -1.198065], [0.225790, 2.183070, 1.503652]], "forces_ev_per_a": [[-0.15, -0.08, -0.13], [-0.08, -0.07, -0.16], [0.27, 0.11, 0.16], [-0.02, -0.17, 0.04], [0.02, 0.00, -0.04], [0.06, 0.17, -0.12], [-0.01, 0.03, 0.10], [-0.04, 0.12, 0.11], [0.07, -0.07, 0.10], [0.13, 0.07, -0.09], [0.08, 0.05, -0.10], [-0.14, 0.11, -0.05], [-0.03, 0.13, 0.13], [-0.15, -0.10, 0.03], [0.02, -0.11, 0.13], [-0.04, -0.19, -0.09]], "mulliken_charge": [-0.876, -0.466, -0.138, -0.260, -0.690, 0.102, -0.860, 0.261, 0.294, 0.288, 0.437, 0.401, 0.274, 0.319, 0.529, 0.385], "total_charge": 0, "de_lowest_kj_mol": 599.8, "mol_weight_g_mol": 95.1, "orbital_gap_ev": [7.819, 7.821], "largest_force_ha_per_bohr": 0.006}

4.
{"formula": "C6H9N", "method": "wB97M-V/def2-TZVPD", "species": ["C", "C", "C", "C", "C", "C", "N", "H", "H", "H", "H", "H", "H", "H", "H", "H"], "positions_angstrom": [[-1.311243, 2.170351, -0.128874], [-0.460144, 1.033458, 0.320839], [-0.473133, 0.470568, 1.659400], [0.372628, -0.587202, 1.470270], [0.964711, -0.720875, 0.090981], [0.563508, -2.001665, -0.639656], [0.370174, 0.446153, -0.534248], [-2.296429, 2.051464, 0.324286], [-1.406806, 2.247268, -1.214729], [-0.905383, 3.109312, 0.256485], [0.675595, -1.307306, 2.232484], [2.057531, -0.617193, 0.115157], [1.106888, -2.134502, -1.577721], [-0.506171, -1.978772, -0.855319], [0.766049, -2.869945, -0.011606], [0.482223, 0.688881, -1.507747]], "forces_ev_per_a": [[-0.04, 0.03, -0.01], [0.01, 0.18, -0.25], [0.21, -0.29, -0.27], [0.06, 0.07, 0.29], [-0.05, -0.07, 0.05], [0.03, -0.08, -0.06], [-0.15, 0.11, 0.09], [0.07, 0.00, -0.02], [0.06, -0.03, 0.07], [0.02, -0.08, 0.03], [-0.08, 0.09, -0.13], [-0.11, 0.01, 0.05], [-0.02, 0.06, 0.02], [0.03, -0.03, 0.07], [0.03, 0.05, -0.02], [-0.06, -0.02, 0.09]], "mulliken_charge": [-1.062, 0.801, -0.999, -0.343, 0.181, -1.200, -0.137, 0.304, 0.336, 0.257, 0.379, 0.255, 0.337, 0.356, 0.319, 0.216], "total_charge": 0, "de_lowest_kj_mol": 282.2, "mol_weight_g_mol": 95.1, "smiles": "CC1=C=C[C@@H](C)N1", "orbital_gap_ev": 7.711, "largest_force_ha_per_bohr": 0.009}

5.
{"formula": "C6H9N", "method": "wB97M-V/def2-TZVPD", "species": ["C", "C", "C", "C", "C", "C", "N", "H", "H", "H", "H", "H", "H", "H", "H", "H"], "positions_angstrom": [[1.048543, -0.761175, 0.810622], [0.918209, 0.007309, -0.488086], [-0.400888, -0.129812, -1.098025], [-1.511013, -1.089240, -0.713838], [-0.117422, 1.270158, -0.481896], [0.048943, 1.691597, 0.793612], [0.780184, 2.090778, 1.691480], [0.115826, -0.895469, 1.391416], [1.392163, -1.762786, 0.530666], [1.793434, -0.354377, 1.501792], [1.724363, 1.846796, 1.330196], [-0.403214, 0.062927, -2.174394], [-2.437986, -0.858474, -1.247782], [-1.192009, -2.092919, -1.023804], [-1.722742, -1.124163, 0.356126], [-0.036395, 2.098857, -1.178090]], "forces_ev_per_a": [[0.06, -0.03, 0.04], [0.10, -0.52, -0.13], [-0.03, -0.01, -0.11], [-0.02, -0.03, 0.13], [-0.29, 0.39, 0.05], [0.66, 0.03, 0.06], [-0.71, -0.20, -0.41], [0.12, 0.07, -0.15], [-0.02, 0.05, 0.01], [-0.02, -0.05, -0.22], [0.12, 0.25, 0.53], [-0.01, -0.07, 0.15], [0.13, 0.02, 0.12], [-0.10, 0.15, 0.07], [0.02, 0.05, -0.14], [-0.01, -0.11, 0.02]], "mulliken_charge": [-1.168, -0.472, 0.533, -1.325, -0.047, 0.027, -0.607, 0.299, 0.336, 0.394, 0.299, 0.408, 0.372, 0.295, 0.330, 0.325], "total_charge": 0, "de_lowest_kj_mol": 537.8, "mol_weight_g_mol": 95.1, "orbital_gap_ev": [7.544, 7.541], "largest_force_ha_per_bohr": 0.016}

6.
{"formula": "C6H9N", "method": "wB97M-V/def2-TZVPD", "species": ["C", "N", "C", "C", "C", "C", "C", "H", "H", "H", "H", "H", "H", "H", "H", "H"], "positions_angstrom": [[0.933503, -1.818556, 1.145419], [0.170652, -1.005611, 1.732367], [-0.767765, -0.594316, 0.702268], [-0.925865, 0.869662, 1.016665], [-0.254272, 0.458951, -0.233997], [0.945798, 0.820848, -1.031469], [-0.436284, 0.786166, -1.664992], [1.991271, -1.624973, 1.184551], [0.544536, -2.586917, 0.481718], [-1.533126, -1.266575, 0.298575], [-0.242236, 1.186412, 1.810413], [-1.937290, 1.220445, 1.065002], [1.641172, 0.036494, -1.331073], [1.426846, 1.788537, -0.890099], [-0.896506, 1.738660, -1.914816], [-0.660433, -0.009228, -2.370533]], "forces_ev_per_a": [[0.84, -0.46, 0.26], [1.15, -0.32, -0.99], [-0.97, 0.72, 0.61], [-0.64, 0.42, -0.17], [-0.12, 0.02, -0.05], [0.13, -0.03, 0.06], [-0.15, -0.04, -0.18], [0.81, -1.15, 0.99], [0.13, 0.17, -0.91], [-0.09, 0.28, 0.53], [-0.60, -0.11, -0.20], [-0.24, 0.73, -0.35], [-0.19, 0.04, 0.16], [-0.22, -0.20, 0.07], [0.04, -0.13, 0.08], [0.11, 0.04, 0.10]], "mulliken_charge": [-0.465, -0.488, -0.202, -0.704, 0.481, -0.572, -0.588, 0.314, 0.340, 0.408, 0.243, 0.293, 0.243, 0.227, 0.230, 0.240], "total_charge": 0, "de_lowest_kj_mol": 454.5, "mol_weight_g_mol": 95.1, "smiles": "C=N[C@H]1CC12CC2", "orbital_gap_ev": 9.813, "largest_force_ha_per_bohr": 0.033}